# 1
{"formula": "C25H24N2O8", "method": "ωB97M-V with the def2-TZVPD basis set", "lumo_ev": -0.48, "gap_ha": 0.278, "total_charge": 0, "relative_energy_kcal_mol": 84.9, "fmax_ev_per_a": 1.20, "smiles": "COc1ccc(/C(O)=C2\\C(=O)C(=O)N(c3cc(C)on3)[C@@H]2c2ccc(OC)c(OC)c2)cc1OC", "species": ["C", "H", "O", "C", "C", "C", "C", "C", "C", "O", "C", "H", "H", "H", "H", "C", "C", "C", "O", "C", "O", "N", "C", "N", "O", "C", "C", "H", "C", "H", "H", "H", "C", "C", "C", "C", "C", "C", "C", "H", "O", "C", "H", "H", "H", "O", "C", "H", "H", "H", "H", "H", "H", "O", "H", "H", "H", "H", "H"], "coordinates": [[-7.706, -0.128, -0.424], [-8.632, -0.680, -0.589], [-6.768, -1.102, -0.019], [-5.479, -0.787, 0.247], [-4.673, -1.890, 0.536], [-3.333, -1.761, 0.817], [-2.749, -0.494, 0.823], [-3.553, 0.619, 0.585], [-4.896, 0.500, 0.272], [-5.679, 1.584, -0.009], [-5.041, 2.822, -0.240], [-5.809, 3.468, -0.665], [-4.212, 2.718, -0.945], [-4.677, 3.264, 0.693], [-3.113, 1.596, 0.661], [-1.325, -0.359, 1.098], [-0.504, 0.596, 0.562], [-0.745, 1.480, -0.555], [-1.736, 1.630, -1.244], [0.559, 2.243, -0.789], [0.764, 3.095, -1.621], [1.447, 1.799, 0.150], [2.724, 2.266, 0.337], [3.466, 1.822, 1.327], [4.652, 2.478, 1.247], [4.629, 3.327, 0.204], [3.421, 3.242, -0.423], [3.058, 3.771, -1.277], [5.832, 4.152, -0.062], [5.673, 4.755, -0.949], [6.700, 3.511, -0.207], [6.035, 4.803, 0.787], [0.952, 0.705, 0.967], [1.732, -0.560, 0.668], [2.487, -1.192, 1.637], [3.195, -2.345, 1.326], [3.160, -2.875, 0.048], [2.389, -2.227, -0.949], [1.687, -1.083, -0.624], [1.096, -0.572, -1.369], [2.408, -2.808, -2.175], [1.669, -2.208, -3.211], [1.834, -2.834, -4.087], [2.019, -1.193, -3.421], [0.599, -2.182, -2.981], [3.814, -3.993, -0.358], [4.612, -4.678, 0.576], [5.038, -5.521, 0.034], [5.421, -4.046, 0.956], [4.018, -5.052, 1.417], [3.782, -2.817, 2.097], [2.551, -0.780, 2.632], [1.078, 0.973, 2.025], [-0.853, -1.289, 1.944], [0.116, -1.261, 1.997], [-2.728, -2.631, 1.014], [-5.143, -2.860, 0.514], [-7.862, 0.628, 0.347], [-7.403, 0.360, -1.353]], "forces_ev_per_angstrom": [[-0.44, 0.28, -0.15], [0.06, 0.05, 0.00], [0.34, -0.12, 0.14], [0.23, -0.05, 0.06], [-0.18, 0.17, -0.08], [0.14, 0.19, -0.02], [-0.35, -0.21, 0.09], [0.01, -0.14, 0.08], [-0.03, -0.06, 0.00], [-0.11, -0.37, 0.11], [0.10, 0.21, -0.07], [0.09, 0.01, 0.04], [-0.01, 0.01, 0.03], [0.01, -0.02, -0.04], [0.00, 0.10, -0.06], [0.28, 0.26, -0.10], [0.17, -0.12, 0.35], [-0.84, -0.30, -0.10], [0.53, 0.23, -0.03], [0.27, 0.61, -0.41], [-0.14, -0.15, 0.06], [-0.29, -0.21, 0.23], [1.06, 0.48, 0.13], [-1.07, -0.55, 0.11], [0.54, 0.51, -0.27], [-0.69, -0.03, -0.39], [0.45, -0.02, 0.27], [0.00, 0.14, -0.18], [-0.01, -0.18, 0.22], [0.01, 0.03, -0.03], [0.07, 0.01, -0.05], [0.04, 0.07, 0.00], [-0.05, -0.28, 0.23], [0.20, -0.16, 0.34], [-0.32, 0.21, -0.21], [0.13, -0.36, -0.16], [0.02, -0.04, -0.03], [0.01, -0.02, -0.07], [0.11, -0.21, -0.09], [-0.06, -0.02, -0.15], [0.20, -0.10, 0.40], [-0.15, 0.12, -0.18], [-0.04, 0.08, 0.04], [-0.01, -0.03, 0.03], [0.04, 0.01, 0.01], [-0.26, 0.30, -0.19], [0.13, -0.11, 0.17], [-0.01, 0.05, 0.08], [-0.04, -0.02, -0.01], [0.02, 0.03, -0.03], [0.09, -0.11, 0.03], [0.04, 0.12, 0.11], [-0.03, -0.09, -0.10], [-0.21, 0.17, 0.00], [0.02, -0.07, -0.16], [0.03, -0.10, 0.03], [-0.06, -0.10, -0.02], [-0.01, -0.08, -0.09], [-0.03, -0.03, 0.07]], "lowdin_charge": [-0.067, 0.094, -0.057, -0.185, 0.011, -0.009, -0.141, 0.046, -0.173, -0.110, -0.062, 0.096, 0.094, 0.098, 0.111, -0.173, -0.041, -0.267, 0.103, -0.331, 0.120, 0.080, -0.252, 0.132, 0.016, -0.308, 0.073, 0.108, 0.000, 0.087, 0.089, 0.089, -0.176, -0.212, -0.053, 0.000, -0.194, -0.180, 0.062, 0.121, -0.056, -0.072, 0.096, 0.100, 0.100, -0.060, -0.080, 0.095, 0.098, 0.097, 0.106, 0.120, 0.166, 0.122, 0.096, 0.118, 0.122, 0.095, 0.098]}

=====

# 2
{"formula": "C25H24N4O6", "method": "ωB97M-V with the def2-TZVPD basis set", "lumo_ev": -0.32, "gap_ha": 0.286, "total_charge": 0, "relative_energy_kcal_mol": 46.1, "fmax_ev_per_a": 1.37, "smiles": "CC(C)Cn1c(N)c(C(=O)COC(=O)c2cc(-c3ccco3)nc3ccccc23)c(=O)n(C)c1=O", "species": ["C", "H", "H", "H", "C", "C", "H", "H", "H", "H", "C", "N", "C", "N", "H", "H", "C", "C", "O", "N", "C", "O", "C", "H", "H", "H", "C", "O", "C", "H", "H", "O", "C", "O", "C", "C", "C", "N", "C", "C", "C", "C", "C", "C", "H", "H", "H", "H", "C", "C", "C", "C", "O", "H", "H", "H", "H", "H", "H"], "coordinates": [[1.792, -5.223, -2.803], [2.643, -5.828, -3.106], [0.898, -5.662, -3.241], [1.929, -4.224, -3.211], [1.695, -5.196, -1.281], [1.493, -6.607, -0.733], [2.303, -7.254, -1.057], [0.555, -7.027, -1.091], [1.476, -6.598, 0.354], [2.626, -4.792, -0.873], [0.554, -4.298, -0.780], [0.763, -2.890, -1.086], [0.221, -2.272, -2.175], [-0.477, -2.970, -3.066], [-0.776, -3.912, -2.891], [-0.923, -2.394, -3.791], [0.406, -0.892, -2.361], [1.336, -0.171, -1.524], [1.751, 0.953, -1.723], [1.805, -0.895, -0.417], [1.533, -2.201, -0.145], [1.951, -2.759, 0.844], [2.646, -0.207, 0.548], [2.860, 0.781, 0.148], [3.566, -0.769, 0.700], [2.121, -0.125, 1.501], [-0.424, -0.201, -3.326], [-1.004, -0.757, -4.254], [-0.632, 1.299, -3.151], [-1.530, 1.571, -3.718], [0.236, 1.840, -3.535], [-0.758, 1.718, -1.801], [-1.446, 0.936, -0.972], [-2.088, -0.026, -1.324], [-1.231, 1.376, 0.434], [-1.152, 2.712, 0.731], [-0.850, 3.109, 2.057], [-0.589, 2.246, 3.014], [-0.647, 0.932, 2.744], [-0.343, 0.028, 3.785], [-0.402, -1.320, 3.572], [-0.779, -1.824, 2.318], [-1.069, -0.976, 1.283], [-1.002, 0.419, 1.461], [-1.375, -1.365, 0.324], [-0.836, -2.892, 2.175], [-0.164, -2.009, 4.368], [-0.066, 0.443, 4.742], [-0.799, 4.512, 2.403], [-0.508, 5.121, 3.600], [-0.612, 6.507, 3.371], [-0.956, 6.645, 2.058], [-1.071, 5.450, 1.467], [-1.140, 7.511, 1.454], [-0.454, 7.295, 4.079], [-0.257, 4.619, 4.511], [-1.311, 3.461, -0.026], [0.524, -4.367, 0.311], [-0.410, -4.631, -1.169]], "forces_ev_per_angstrom": [[0.16, 0.10, 0.28], [0.07, -0.07, -0.08], [-0.13, -0.05, -0.10], [0.01, 0.06, -0.12], [-0.22, -0.10, -0.07], [0.11, 0.31, 0.00], [0.05, -0.12, -0.02], [-0.13, -0.10, -0.04], [-0.02, -0.07, 0.15], [-0.07, 0.02, 0.02], [0.35, -0.41, 0.18], [-0.15, -0.14, -0.09], [0.14, 0.59, -0.13], [-0.30, -0.18, 0.10], [0.07, 0.06, 0.01], [0.12, -0.14, 0.04], [0.09, -0.22, -0.15], [0.10, -0.44, -0.24], [0.02, 0.12, -0.08], [0.13, 0.19, 0.13], [-0.03, 0.16, -0.06], [0.14, -0.16, 0.13], [0.21, 0.17, 0.19], [-0.02, -0.12, 0.07], [-0.03, 0.04, 0.03], [0.03, -0.02, 0.01], [0.25, 0.05, 0.12], [-0.08, 0.21, -0.11], [-0.22, 0.06, -0.56], [0.16, -0.11, 0.10], [-0.15, -0.09, 0.05], [-0.05, 0.25, 0.12], [-0.36, -0.23, -0.09], [-0.12, 0.38, 0.13], [0.12, 0.32, 0.35], [-0.04, -0.36, -0.02], [-0.09, -0.53, -0.28], [0.02, 0.73, 0.10], [-0.16, -0.44, -0.50], [0.01, -0.25, 0.02], [0.05, 0.21, 0.20], [-0.09, 0.07, -0.29], [-0.02, -0.39, 0.05], [0.04, 0.35, 0.25], [-0.02, -0.04, -0.03], [0.01, -0.09, -0.05], [0.02, -0.03, 0.10], [0.03, 0.05, 0.10], [0.32, 0.41, 1.27], [-0.16, -0.57, -0.71], [-0.16, 0.24, -0.58], [0.17, 0.58, 0.73], [-0.10, -0.40, -0.43], [-0.04, 0.03, -0.16], [0.02, 0.21, 0.09], [0.05, -0.17, 0.17], [0.03, 0.04, -0.09], [-0.14, -0.01, -0.21], [-0.01, 0.03, 0.03]], "lowdin_charge": [-0.070, 0.081, 0.078, 0.071, -0.398, -0.069, 0.080, 0.082, 0.080, 0.139, -0.116, 0.082, -0.223, 0.222, 0.103, 0.094, -0.025, -0.375, 0.088, 0.044, -0.457, 0.094, 0.014, 0.093, 0.100, 0.095, -0.320, 0.054, -0.052, 0.146, 0.145, 0.018, -0.430, 0.138, -0.032, 0.092, -0.183, 0.183, -0.213, -0.012, -0.067, -0.072, -0.023, -0.082, 0.106, 0.103, 0.105, 0.111, -0.219, -0.001, -0.055, -0.113, 0.051, 0.121, 0.101, 0.110, 0.131, 0.124, 0.128]}

=====

# 3
{"formula": "C25H24N6O2SbSe4TcTe", "method": "ωB97M-V with the def2-TZVPD basis set", "lumo_ev": -6.98, "gap_ha": 0.238, "total_charge": 2, "relative_energy_kcal_mol": 29.4, "fmax_ev_per_a": 1.16, "species": ["Tc", "C", "C", "N", "N", "C", "O", "C", "C", "C", "C", "C", "C", "C", "C", "C", "C", "C", "N", "H", "H", "H", "H", "H", "H", "H", "H", "H", "H", "H", "H", "Se", "Sb", "Se", "Se", "Se", "Te", "C", "C", "C", "C", "C", "C", "H", "H", "H", "H", "H", "C", "N", "C", "C", "C", "N", "C", "O", "N", "H", "H", "H", "H", "H", "H", "H"], "coordinates": [[-1.154, 0.284, -0.484], [-1.020, 2.525, 3.247], [-0.973, 2.051, 1.838], [-1.176, 0.830, 1.484], [-1.395, -0.172, 2.392], [-1.356, -1.325, 1.782], [-1.181, -1.460, 0.480], [-1.447, -2.555, 2.585], [-1.126, -3.781, 2.002], [-1.172, -4.941, 2.760], [-1.541, -4.882, 4.097], [-1.862, -3.661, 4.681], [-1.813, -2.498, 3.931], [-0.638, 2.941, 0.710], [-0.290, 4.268, 0.891], [0.089, 5.027, -0.207], [0.129, 4.428, -1.454], [-0.234, 3.096, -1.567], [-0.629, 2.373, -0.520], [-1.255, 1.698, 3.908], [-1.776, 3.304, 3.361], [-0.059, 2.954, 3.538], [-0.831, -3.813, 0.962], [-0.919, -5.891, 2.309], [-1.580, -5.787, 4.687], [-2.154, -3.618, 5.721], [-2.062, -1.545, 4.373], [-0.314, 4.699, 1.881], [0.354, 6.068, -0.085], [0.423, 4.978, -2.336], [-0.224, 2.589, -2.523], [-4.105, -0.807, -2.886], [-5.321, -1.693, -0.500], [-2.513, -2.449, -3.161], [-3.208, 0.811, -1.218], [-3.985, -3.469, 0.029], [-0.404, -1.195, -2.494], [-0.171, 0.001, -4.207], [-1.039, 1.052, -4.486], [-0.859, 1.799, -5.640], [0.190, 1.503, -6.503], [1.054, 0.455, -6.222], [0.872, -0.307, -5.075], [-1.858, 1.283, -3.815], [-1.540, 2.608, -5.870], [0.327, 2.087, -7.403], [1.862, 0.220, -6.900], [1.532, -1.140, -4.871], [3.542, 0.910, -0.937], [3.202, 0.060, 0.202], [4.167, -0.444, 1.017], [3.866, -1.220, 2.076], [2.486, -1.492, 2.301], [1.540, -0.990, 1.498], [1.879, -0.228, 0.474], [1.042, 0.279, -0.335], [2.079, -2.251, 3.313], [4.624, 0.951, -1.026], [3.149, 1.914, -0.789], [3.119, 0.498, -1.850], [5.185, -0.185, 0.760], [4.642, -1.618, 2.711], [2.734, -2.681, 3.943], [1.094, -2.447, 3.418]], "forces_ev_per_angstrom": [[0.86, -0.29, 0.72], [0.02, 0.01, 0.00], [0.02, -0.03, 0.04], [-0.29, -0.03, -0.18], [0.03, 0.01, -0.05], [-0.05, 0.10, -0.02], [0.13, 0.27, 0.13], [0.02, -0.07, -0.04], [0.02, 0.00, 0.01], [0.00, 0.02, -0.01], [0.00, 0.01, 0.00], [0.00, -0.01, -0.01], [0.00, -0.01, -0.01], [-0.02, -0.02, 0.05], [-0.01, 0.05, 0.04], [0.00, -0.02, -0.02], [-0.02, 0.00, 0.03], [0.02, 0.01, 0.01], [0.06, -0.22, -0.09], [0.00, 0.00, 0.00], [0.00, 0.01, -0.01], [0.00, 0.00, 0.00], [0.01, -0.01, 0.00], [0.00, -0.01, 0.00], [0.00, 0.00, 0.00], [0.00, 0.00, 0.00], [0.00, 0.02, 0.01], [0.01, 0.01, -0.01], [0.00, 0.00, 0.00], [0.00, 0.00, -0.01], [0.00, -0.02, -0.01], [-0.06, -0.08, -0.16], [0.06, -0.05, 0.06], [0.04, 0.00, -0.04], [-0.64, 0.24, 0.03], [-0.08, 0.10, -0.01], [-0.01, -0.07, -0.43], [0.02, -0.06, 0.00], [0.02, 0.00, -0.02], [0.00, -0.01, 0.01], [0.00, -0.01, 0.01], [0.00, 0.00, -0.01], [0.00, -0.01, 0.02], [-0.01, 0.01, 0.01], [0.00, 0.01, 0.00], [0.00, 0.00, 0.00], [0.00, 0.00, 0.00], [0.01, 0.01, -0.01], [-0.03, 0.00, -0.02], [0.03, -0.08, 0.15], [0.04, 0.02, -0.04], [0.03, -0.05, 0.06], [-0.13, 0.15, -0.21], [0.00, -0.07, 0.19], [0.04, 0.09, -0.27], [-0.13, 0.12, 0.03], [-0.01, -0.08, 0.08], [-0.01, 0.01, 0.01], [-0.01, 0.00, -0.01], [0.00, 0.00, 0.00], [0.00, 0.00, 0.00], [0.00, 0.00, 0.01], [-0.01, 0.01, -0.01], [0.01, 0.01, 0.00]], "lowdin_charge": [0.784, 0.008, -0.222, -0.099, 0.118, -0.440, -0.319, -0.207, -0.081, -0.060, -0.054, -0.055, -0.023, -0.196, 0.024, -0.008, -0.009, -0.089, -0.067, 0.079, 0.106, 0.103, 0.109, 0.114, 0.115, 0.114, 0.113, 0.125, 0.128, 0.124, 0.101, -0.064, 0.597, 0.071, 0.192, 0.089, 1.129, -0.568, -0.178, -0.059, -0.049, -0.057, -0.139, 0.044, 0.117, 0.118, 0.118, 0.098, 0.016, -0.031, -0.014, 0.025, -0.332, 0.213, -0.458, -0.221, 0.214, 0.100, 0.100, 0.095, 0.143, 0.123, 0.129, 0.104]}

=====

Question: Number 1 is which compound?
Answer: C25H24N2O8